(1)
Molecular formula: C6H18F2O6SrY
Method: DFT, wB97M-V/def2-TZVPD

Properties
* max |F|: 5.22 eV/Å
* charge: +3
* Kohn-Sham gap: 6.755 eV

Last column: Löwdin charge in e.
Cartesian coordinates (Å):
H: 3.107 1.365 -0.010  0.0456
F: 3.258 0.407 1.721  -0.5020
C: 3.813 1.170 -3.121  -0.1540
H: -3.512 -3.010 3.108  0.1518
H: -2.362 -4.032 2.302  0.1457
Sr: 0.662 1.409 -1.881  1.7767
O: 3.044 1.588 -0.941  -0.1822
H: -2.270 -1.030 2.536  0.1261
H: -2.328 2.945 -1.072  0.1434
O: -0.662 -2.052 1.573  -0.1665
O: 2.482 1.258 -3.760  -0.1742
H: -3.714 1.357 -0.691  0.1476
H: -0.795 -2.383 0.682  0.1114
H: 4.741 0.430 -1.278  0.1577
H: 3.198 -0.269 -1.691  0.1172
H: -2.672 2.961 0.639  0.1509
C: -2.450 -3.115 2.885  -0.2570
H: -2.621 -1.884 1.105  0.1276
H: 4.354 0.366 -3.619  0.1425
O: -0.658 2.391 0.117  -0.1867
H: -2.840 0.356 0.487  0.1118
H: -1.199 -3.923 3.835  0.0967
C: 3.766 0.661 -1.706  -0.2385
C: -2.042 -1.965 2.025  -0.2008
O: -1.821 -3.250 4.122  0.0015
Y: 1.282 -0.523 2.425  2.1402
C: -2.109 2.437 -0.132  -0.1601
H: 2.555 1.091 -4.702  0.1134
F: 0.863 -0.012 0.217  -0.5847
H: -0.516 2.191 1.045  0.0787
H: -2.180 -0.530 -1.264  0.0955
O: -2.010 0.411 -1.344  -0.1164
C: -2.728 1.091 -0.310  -0.2079
H: 4.364 2.093 -3.300  0.1490

(2)
Molecular formula: C6H18F4KN2O16P2S4
Method: DFT, wB97M-V/def2-TZVPD

Properties
* max |F|: 9.61 eV/Å
* charge: -1
* Kohn-Sham gap: 9.655 eV

Last column: Löwdin charge in e.
Cartesian coordinates (Å):
S: 2.687 -1.335 2.859  0.4250
O: -2.894 -3.565 -1.821  -0.2666
O: -4.798 1.608 1.003  -0.2057
H: -4.877 2.360 -0.808  0.0970
O: 4.443 -0.146 -2.029  -0.2053
O: 2.206 0.932 -1.227  -0.2731
N: -0.803 -2.328 -1.085  -0.3297
H: 3.533 -1.883 -1.471  0.0775
P: 3.225 0.857 -2.300  0.4837
O: 2.672 0.486 -3.818  -0.2482
H: 6.035 2.306 -2.793  0.0865
P: -3.448 1.111 1.745  0.4661
C: 4.345 -1.530 -2.106  -0.1166
F: -2.814 -2.038 0.057  -0.2447
O: 3.955 2.242 -2.723  -0.2327
O: -2.805 -1.034 -2.085  -0.3101
O: 0.375 -0.345 4.574  -0.3187
O: -0.225 -3.878 -3.179  -0.2581
K: 0.003 -0.202 0.311  0.8178
H: -5.720 3.252 0.500  0.0900
S: -2.285 -2.295 -1.497  0.4550
H: 1.636 2.255 -4.389  0.0829
N: 1.234 -1.621 2.373  -0.2941
H: -5.544 -0.952 3.302  0.1011
O: 3.032 -0.057 3.459  -0.2756
H: 5.379 1.351 -4.117  0.0829
H: -1.870 3.022 4.138  0.0918
H: -1.516 1.394 3.725  0.0809
H: 5.205 -1.987 -1.616  0.0949
C: -4.610 -0.409 3.449  -0.1788
O: 1.333 -2.733 4.918  -0.2702
F: 3.130 -1.025 1.287  -0.2699
C: 5.198 2.221 -3.487  -0.0847
O: -3.324 2.198 2.920  -0.2007
S: -0.354 -2.534 -2.713  0.5574
H: -2.716 1.786 4.901  0.0913
H: 4.185 -1.935 -3.105  0.0959
F: -0.583 -2.358 3.631  -0.2375
C: -2.350 2.070 3.914  -0.1183
S: 0.828 -1.665 4.046  0.5991
O: -0.612 -1.497 -3.706  -0.2823
O: -3.880 -0.308 2.352  -0.1647
O: -2.302 1.073 0.821  -0.2963
C: 1.492 1.179 -4.286  -0.0901
H: -4.012 -0.905 4.214  0.1034
O: 3.561 -2.463 3.111  -0.2796
H: -3.954 3.430 0.263  0.0929
H: 0.684 0.904 -3.609  0.0759
H: 5.125 3.063 -4.175  0.0853
F: 1.230 -2.194 -2.528  -0.2291
H: 1.246 0.822 -5.286  0.0888
C: -4.800 2.744 0.209  -0.1294
H: -4.881 0.556 3.878  0.0883

Respective HOMO level values: -19.4, -7.6 eV.